(1)
{
  "formula": "C4H6BrClO",
  "method": "ωB97M-V/def2-TZVPD",
  "species": ["C", "C", "C", "C", "O", "Cl", "Br", "H", "H", "H", "H", "H", "H"],
  "xyz": [[-0.577, 0.596, -0.277], [-0.614, 0.639, -1.828], [0.235, -0.649, 1.836], [0.528, -0.444, 0.294], [-1.312, 1.117, 0.492], [0.728, -1.852, -0.649], [2.283, 0.668, 0.129], [0.210, 1.181, -2.048], [-1.516, 1.290, -2.060], [-0.681, -0.204, -2.505], [-0.695, -1.338, 2.042], [1.154, -1.290, 2.226], [0.257, 0.287, 2.349]],
  "nbo_charge": [0.593, -0.744, -0.650, -0.148, -0.501, 0.057, -0.046, 0.238, 0.233, 0.256, 0.242, 0.225, 0.246],
  "max_force_ev_per_a": 4.54,
  "gap_ev": 10.01,
  "multiplicity": 1,
  "lumo_ev": 0.0453,
  "total_energy_ha": -3265.4245,
  "e_above_lowest_kcal_mol": 0.0
}

(2)
{
  "formula": "C34H31BF8O2S",
  "method": "ωB97M-V/def2-TZVPD",
  "species": ["C", "C", "C", "C", "C", "B", "C", "C", "C", "C", "F", "F", "F", "C", "C", "C", "F", "F", "F", "C", "O", "C", "C", "C", "C", "C", "C", "O", "S", "H", "H", "H", "H", "H", "H", "H", "H", "H", "H", "H", "H", "H", "H", "H", "H", "H", "H", "H", "H", "F", "C", "C", "C", "C", "C", "C", "C", "C", "C", "C", "C", "F", "C", "C", "C", "C", "H", "H", "H", "H", "H", "H", "H", "H", "H", "H", "H"],
  "xyz": [[-4.208, 4.427, -0.431], [-3.467, 3.157, -0.365], [-3.150, 2.283, -1.395], [-2.297, 1.234, -0.983], [-1.866, 1.408, 0.326], [-1.829, -0.762, 2.121], [-0.596, 0.994, 0.807], [-0.001, 1.771, 1.820], [1.322, 2.084, 1.630], [2.007, 3.004, 2.591], [2.786, 3.932, 1.953], [1.121, 3.688, 3.374], [2.822, 2.291, 3.439], [2.068, 1.515, 0.599], [1.501, 0.489, -0.153], [2.333, -0.256, -1.149], [1.818, -1.500, -1.422], [2.420, 0.411, -2.342], [3.610, -0.435, -0.674], [0.184, 0.131, 0.010], [-2.829, 0.015, 2.650], [-3.997, -0.769, 2.359], [-4.517, -1.307, 3.674], [-4.975, 0.220, 1.755], [-3.474, -1.901, 1.346], [-3.138, -3.260, 1.962], [-4.359, -2.116, 0.148], [-2.180, -1.411, 0.947], [-2.650, 2.730, 1.121], [-4.768, 4.520, -1.360], [-4.890, 4.495, 0.419], [-3.497, 5.256, -0.355], [-3.506, 2.395, -2.414], [-1.894, 0.437, -1.594], [-0.577, 2.279, 2.587], [3.087, 1.822, 0.403], [-0.259, -0.649, -0.607], [-5.537, -1.684, 3.530], [-3.875, -2.115, 4.045], [-4.514, -0.504, 4.423], [-5.945, -0.279, 1.635], [-5.099, 1.079, 2.430], [-4.611, 0.598, 0.786], [-4.035, -3.798, 2.266], [-2.607, -3.853, 1.199], [-2.455, -3.163, 2.818], [-5.309, -2.518, 0.523], [-4.564, -1.203, -0.418], [-3.917, -2.859, -0.523], [-2.719, -3.582, 6.735], [-2.192, -2.397, 6.271], [-2.402, -1.243, 7.015], [-2.063, -0.021, 6.407], [-1.558, 0.011, 5.105], [-1.254, -1.174, 4.413], [-0.600, -1.054, 3.030], [0.011, -2.313, 2.550], [1.193, -2.425, 1.902], [1.745, -3.707, 1.501], [1.048, -4.920, 1.719], [1.632, -6.116, 1.317], [0.945, -7.284, 1.535], [2.881, -6.195, 0.709], [3.563, -4.989, 0.482], [3.017, -3.770, 0.880], [-1.577, -2.405, 5.008], [-2.832, -1.286, 8.017], [-2.220, 0.927, 6.931], [-1.306, 0.975, 4.636], [0.134, -0.240, 3.070], [-0.439, -3.242, 2.896], [1.843, -1.555, 1.760], [0.059, -4.949, 2.170], [3.303, -7.152, 0.412], [4.542, -4.998, 0.000], [3.538, -2.829, 0.677], [-1.362, -3.376, 4.554]],
  "lowdin_charge": [-0.112, -0.548, -0.103, -0.065, -0.477, -0.743, -0.249, -0.002, -0.094, -0.504, 0.125, 0.120, 0.121, 0.070, -0.105, -0.502, 0.118, 0.129, 0.110, 0.051, 0.089, -0.423, 0.016, -0.017, -0.425, 0.006, -0.002, 0.130, 1.150, 0.084, 0.078, 0.084, 0.113, 0.123, 0.111, 0.141, 0.146, 0.103, 0.073, 0.107, 0.095, 0.100, 0.073, 0.103, 0.112, 0.056, 0.103, 0.086, 0.099, 0.031, -0.244, -0.014, -0.058, -0.029, -0.152, -0.100, -0.039, -0.020, -0.202, 0.047, -0.254, 0.031, -0.017, -0.072, -0.041, 0.024, 0.118, 0.110, 0.124, 0.145, 0.080, 0.120, 0.115, 0.115, 0.108, 0.103, 0.121],
  "max_force_ev_per_a": 2.13,
  "gap_ev": 7.32,
  "multiplicity": 1,
  "lumo_ev": -0.7346,
  "total_energy_ha": -2686.7160,
  "e_above_lowest_kcal_mol": 8.2
}

(3)
{
  "formula": "C11H19N2OP",
  "method": "ωB97M-V/def2-TZVPD",
  "species": ["C", "C", "C", "C", "C", "C", "C", "C", "C", "C", "C", "N", "N", "O", "P", "H", "H", "H", "H", "H", "H", "H", "H", "H", "H", "H", "H", "H", "H", "H", "H", "H", "H", "H"],
  "xyz": [[0.879, -1.221, 1.612], [0.277, 1.101, 1.439], [1.903, -1.028, 0.718], [1.292, 1.309, 0.536], [0.056, -0.159, 1.998], [2.144, 0.247, 0.163], [-2.898, -0.008, 1.266], [-1.480, 0.090, -2.279], [-1.059, -0.380, 2.973], [3.212, 0.462, -0.714], [-2.297, -0.972, 2.282], [-0.101, -0.333, -2.148], [2.342, -0.304, -2.910], [1.064, 2.018, -2.416], [1.013, 0.642, -2.941], [0.711, -2.200, 2.040], [-0.356, 1.924, 1.733], [2.539, -1.850, 0.422], [1.451, 2.281, 0.101], [-3.751, -0.465, 0.769], [-3.241, 0.902, 1.759], [-2.159, 0.263, 0.513], [-2.131, -0.584, -1.722], [-1.557, 1.097, -1.869], [-1.822, 0.124, -3.321], [-0.729, -1.074, 3.750], [-1.332, 0.565, 3.443], [3.424, 1.454, -1.075], [3.959, -0.300, -0.869], [-2.015, -1.904, 1.783], [-3.043, -1.212, 3.044], [0.048, -1.301, -2.403], [3.099, 0.162, -3.400], [0.560, 0.653, -4.278]],
  "nbo_charge": [-0.240, -0.191, -0.104, -0.101, 0.064, -0.198, -0.616, -0.421, -0.435, -0.031, -0.379, -0.975, -1.191, -1.149, 2.016, 0.215, 0.210, 0.217, 0.244, 0.213, 0.202, 0.214, 0.197, 0.213, 0.175, 0.219, 0.211, 0.225, 0.214, 0.199, 0.205, 0.392, 0.360, -0.174],
  "max_force_ev_per_a": 2.15,
  "gap_ev": [7.00, 6.99],
  "multiplicity": 1,
  "lumo_ev": [-1.3007, -1.3029],
  "total_energy_ha": -956.6240,
  "e_above_lowest_kcal_mol": 64.0
}

(4)
{
  "formula": "C6H11N3",
  "method": "ωB97M-V/def2-TZVPD",
  "species": ["C", "C", "C", "C", "C", "C", "N", "N", "N", "H", "H", "H", "H", "H", "H", "H", "H", "H", "H", "H"],
  "xyz": [[-0.244, -1.794, -0.210], [1.119, -1.485, -0.077], [0.614, 0.833, 0.045], [-1.123, -0.761, -0.063], [2.830, 0.262, 0.065], [-1.634, 1.712, -0.094], [1.481, -0.132, 0.006], [-0.680, 0.607, 0.036], [-2.416, -0.972, 0.189], [-0.662, -2.803, -0.153], [1.819, -2.332, 0.006], [0.821, 1.967, -0.002], [3.387, 0.534, -0.865], [3.054, 1.141, 0.700], [3.275, -0.631, 0.498], [-2.231, 1.254, -0.886], [-1.191, 2.594, -0.575], [-2.258, 2.147, 0.707], [-2.851, -1.930, 0.416], [-3.109, -0.212, 0.258]],
  "nbo_charge": [-0.274, 0.172, 0.412, 0.486, -0.453, -0.461, -0.308, -0.293, -0.699, 0.302, 0.303, 0.293, 0.279, 0.267, 0.246, 0.236, 0.272, 0.292, 0.479, 0.450],
  "max_force_ev_per_a": 4.45,
  "gap_ev": 9.40,
  "multiplicity": 1,
  "lumo_ev": -9.5024,
  "total_energy_ha": -398.8162,
  "charge": 2,
  "e_above_lowest_kcal_mol": 14.1
}